Record 1
The following is a DFT calculation (ωB97M-V/def2-TZVPD) of the molecule C3H6ClP.

## Properties
Energy   -25017.8821 eV
Frontier orbital gap   9.0 eV
ΔE to the lowest compared entry with this formula, charge and spin   84.11 kJ/mol
LUMO level   0.306 eV
Max |F|   0.0590 Eh/bohr
Net charge   0
SMILES   C/P=C(/C)Cl

XYZ file:
```
11
C3H6ClP | OMol25 | ωB97M-V/def2-TZVPD
C -1.5891 1.5174 -0.0359
P -1.1878 -0.2244 0.0323
C 0.5168 -0.3721 0.1908
C 1.3219 -1.6280 -0.0140
Cl 1.4990 1.0825 0.0931
H -2.5181 1.6407 -0.6067
H -2.0873 1.8170 0.8533
H -0.7318 1.9979 -0.3524
H 1.7436 -1.6632 -0.9561
H 2.1663 -1.5178 0.7247
H 0.8664 -2.6499 0.0710
```



Record 2
The following is a DFT calculation (ωB97M-V/def2-TZVPD) of the ion C4H10N3O with charge +1.

## Properties
Energy   -10817.8560 eV
Frontier orbital gap   10.4 eV
ΔE to the lowest compared entry with this formula, charge and spin   342.33 kJ/mol
LUMO level   -3.425 eV
Max |F|   0.0984 Eh/bohr
Net charge   +1
SMILES   CO[C@@H]1N=NC[N@H+]1C

XYZ file:
```
18
C4H10N3O | OMol25 | ωB97M-V/def2-TZVPD
C -2.8469 0.1630 0.0189
O -1.5439 -0.0468 -0.5669
C -0.4577 0.1936 0.2778
N -0.1015 1.8168 0.5141
N 0.9696 2.0370 0.0881
C 1.6562 0.9333 -0.5421
N 0.8529 -0.3326 -0.3946
C 1.4620 -1.4533 0.3180
H -3.1393 1.1952 -0.2647
H -2.5672 0.1076 1.0772
H -3.5763 -0.5786 -0.2606
H -0.5217 -0.3807 1.2013
H 1.6260 1.2988 -1.6223
H 2.6829 0.7154 -0.1687
H 0.6576 -0.6942 -1.2349
H 1.9927 -1.0252 1.1816
H 0.6200 -2.0395 0.7307
H 2.2347 -1.9098 -0.3530
```



Record 3
The following is a DFT calculation (ωB97M-V/def2-TZVPD) of a structure of composition NO3Rb5.

## Properties
Energy   -10872.5090 eV
Frontier orbital gap   10.5 eV
ΔE to the lowest compared entry with this formula, charge and spin   130.93 kJ/mol
LUMO level   -11.920 eV
Max |F|   0.0284 Eh/bohr
Net charge   +4

XYZ file:
```
9
NO3Rb5 | OMol25 | ωB97M-V/def2-TZVPD
Rb -0.3199 1.3311 -3.6207
Rb -4.2482 -0.7180 -0.4737
Rb 3.1501 1.1413 -1.5086
Rb 1.5823 -2.8419 1.2255
Rb 0.6184 0.0442 3.9858
N -0.1981 0.2436 0.0734
O 0.3122 1.0360 -0.7381
O 0.5092 -0.2222 1.0258
O -1.4059 -0.0140 0.0306
```



Record 4
The following is a DFT calculation (ωB97M-V/def2-TZVPD) of a structure of composition C34H28AuGeN2O6S.

## Properties
Energy   -122000.2744 eV
Frontier orbital gap   3.4 eV
ΔE to the lowest compared entry with this formula, charge and spin   2000.82 kJ/mol
LUMO level   3.491 eV
Max |F|   0.2458 Eh/bohr
Net charge   -2
Spin multiplicity   2

XYZ file:
```
73
C34H28AuGeN2O6S | OMol25 | ωB97M-V/def2-TZVPD
Au 14.6369 14.6553 9.5197
C 15.2608 9.2315 8.0126
C 15.9146 10.5057 8.3018
C 16.9104 10.7141 9.2641
C 17.6378 11.8862 9.2639
C 17.1409 12.9728 8.5457
C 16.0320 12.8550 7.5246
C 15.5900 11.5134 7.3821
S 17.7170 14.5594 8.9850
O 17.3750 15.4381 7.9022
O 19.0810 14.5142 9.4531
N 16.5665 14.8898 10.2018
C 16.8527 14.5055 11.3835
C 15.9057 13.4380 12.1334
O 16.1895 13.0394 13.2868
O 14.9596 13.0786 11.2957
H 14.2955 9.0467 8.8347
H 15.6438 8.1617 8.6109
H 15.0246 9.1472 6.8461
H 17.0996 9.8852 10.0986
H 18.4474 12.2506 10.0208
H 15.4593 13.6350 6.9222
H 14.6750 11.2289 6.7519
H 23.1536 21.8506 6.7369
H 18.1147 14.6434 11.6622
C 12.1973 19.0023 10.7281
Ge 14.5631 16.8539 8.1639
C 16.0667 18.0757 8.7690
C 16.7310 18.1733 9.8440
C 17.6182 19.0248 10.2610
C 17.9703 20.0440 9.1679
C 17.2478 20.0281 8.0387
C 16.3508 19.1319 7.6771
C 13.7595 16.8739 6.3102
C 14.0831 15.8104 5.4913
C 13.0010 15.5093 4.5283
C 11.9722 16.4300 4.2774
C 11.9639 17.7344 5.0168
C 10.9012 18.7093 4.6705
C 10.6455 19.7324 5.7552
C 11.4374 19.8103 6.8302
C 12.5053 18.9380 6.9643
C 12.8396 17.8241 6.0203
H 11.8006 19.9503 9.8906
H 12.8290 18.5718 9.9561
H 11.5238 18.1262 10.5366
H 16.3461 17.4849 10.4878
H 18.4356 19.0752 11.1479
H 18.6026 20.9632 9.4071
H 17.6330 20.8280 7.5527
H 15.6239 19.2068 6.8425
H 14.7064 15.0810 5.5978
H 12.8866 14.5833 3.8706
H 11.3694 16.3626 3.4166
H 10.1672 18.5105 3.8172
H 9.8879 20.3333 5.5890
H 11.5081 20.5614 7.4189
H 13.2074 19.1686 7.8496
O 12.8205 12.8280 6.8790
C 12.2854 13.4150 7.7164
N 12.7477 14.2587 8.7395
C 11.8082 14.7687 9.6797
O 12.0461 15.2145 10.7146
C 10.4448 14.3756 9.0680
C 9.1073 14.6125 9.3778
C 8.1122 13.9526 8.5598
C 8.3971 13.0390 7.6234
C 9.8992 13.0031 7.1022
C 10.6634 13.6214 7.9020
H 9.1573 15.0437 10.4607
H 7.2359 14.3346 9.0037
H 7.4556 12.7219 6.8498
H 9.9679 12.1417 6.2495
```



Record 5
The following is a DFT calculation (ωB97M-V/def2-TZVPD) of a structure of composition C27H27F10N5RuSSe2.

## Properties
Energy   -207164.0746 eV
Frontier orbital gap (spin up / spin down)   7.0 / 6.0 eV
ΔE to the lowest compared entry with this formula, charge and spin   59.28 kJ/mol
LUMO level (spin up / spin down)   -3.297 / -4.086 eV
Max |F|   0.0105 Eh/bohr
Net charge   +1
Spin multiplicity   2

XYZ file:
```
73
C27H27F10N5RuSSe2 | OMol25 | ωB97M-V/def2-TZVPD
Ru 0.1293 0.5545 0.4706
C -0.3989 -1.7650 -1.5804
N 0.6326 -0.8652 -1.0160
C 1.0746 0.0595 -2.0843
C -0.0692 1.0020 -2.4086
N -0.7571 1.4307 -1.1645
C -1.9969 2.0238 -1.4405
C -2.4306 2.4955 -2.7015
F -1.6225 2.5440 -3.7814
C -3.6963 3.0129 -2.9418
F -3.9965 3.4226 -4.1705
C -4.6336 3.1258 -1.9334
F -5.8437 3.6216 -2.1617
C -4.2449 2.7261 -0.6712
F -5.0788 2.8395 0.3621
C -2.9802 2.2119 -0.4548
F -2.7113 1.9159 0.8416
C 1.7323 -1.6953 -0.4650
C 1.3433 -2.0787 0.9504
N 1.0071 -0.8606 1.6974
C 0.8650 -1.0268 3.0624
C 0.5291 -2.2295 3.7165
F 0.2233 -3.3377 3.0196
C 0.4236 -2.3477 5.0923
F 0.0819 -3.5175 5.6197
C 0.6303 -1.2559 5.9174
F 0.5125 -1.3605 7.2355
C 0.9580 -0.0514 5.3246
F 1.1855 1.0258 6.0728
C 1.0790 0.0388 3.9516
F 1.4694 1.2400 3.4763
H -0.0079 -2.2340 -2.4873
H -1.2940 -1.2030 -1.8297
H -0.6315 -2.5509 -0.8653
H 1.4211 -0.4980 -2.9594
H 1.9088 0.6290 -1.6936
H -0.7718 0.4960 -3.0765
H 0.3372 1.8406 -2.9723
H 2.6400 -1.0951 -0.4595
H 1.9075 -2.5637 -1.1042
H 2.1785 -2.6076 1.4204
H 0.5137 -2.7887 0.9137
C 4.1247 1.1822 -0.5320
Se 2.6613 1.4750 0.7280
C 2.4281 3.3949 0.5130
C 1.6170 3.8081 1.7329
Se -0.1553 2.9548 1.7846
C -0.9347 4.2627 0.5748
H 3.8387 1.3548 -1.5662
H 4.4771 0.1625 -0.4034
H 4.9223 1.8641 -0.2470
H 1.8910 3.6030 -0.4115
H 3.3990 3.8877 0.4840
H 1.4179 4.8774 1.7351
H 2.1207 3.5488 2.6620
H -0.6069 5.2378 0.9250
H -2.0154 4.2096 0.6580
H -0.6214 4.0930 -0.4518
N -5.4916 -1.1164 4.4901
C -5.3934 -1.2913 3.1651
S -6.6390 -1.8123 2.2379
C -4.0594 -0.9496 2.5686
C -3.1135 -0.1602 3.2124
C -1.9326 0.1500 2.5723
N -1.6102 -0.2945 1.3514
C -2.5120 -1.0785 0.7440
C -3.7259 -1.4143 1.3010
H -6.3679 -1.3350 4.9349
H -4.7071 -0.8903 5.0750
H -3.2783 0.2826 4.1852
H -1.2107 0.7886 3.0600
H -2.2515 -1.4534 -0.2345
H -4.4251 -2.0310 0.7559
```



Record 6
The following is a DFT calculation (ωB97M-V/def2-TZVPD) of a cluster of 10 separate species, C13H46N16O10 in total.

## Properties
Energy   -58551.7792 eV
Frontier orbital gap   9.8 eV
ΔE to the lowest compared entry with this formula, charge and spin   181.24 kJ/mol
LUMO level   0.308 eV
Max |F|   0.0736 Eh/bohr
Net charge   0
SMILES   NC(N)=O.NC(N)=O.NC(N)=O.NC(N)=O.NC(N)=O.NC(N)=O.NC(N)=O.NC(N)=O.CC(C)O.CCO

XYZ file:
```
85
C13H46N16O10 | OMol25 | ωB97M-V/def2-TZVPD
N 1.5256 -0.0708 -4.7543
C 2.2005 0.1457 -3.6185
N 1.8096 -0.3963 -2.4352
O 3.1123 0.9217 -3.6067
H 0.9876 -0.9367 -4.8805
H 2.0691 0.1230 -5.6460
H 1.9705 0.1291 -1.5696
H 0.9006 -0.9141 -2.3851
N -2.9639 -1.3649 -2.7492
C -2.8769 -2.1403 -3.8402
N -1.5881 -2.6671 -4.1066
O -3.8275 -2.4768 -4.4998
H -2.2121 -0.7366 -2.5650
H -3.8222 -1.0081 -2.4335
H -1.6909 -3.3233 -4.8679
H -0.9220 -2.8810 -3.3704
N 1.4653 3.6806 3.9693
C 2.1549 2.5265 3.4929
N 1.4480 1.4933 3.0920
O 3.3565 2.6481 3.2901
H 0.5519 3.5335 4.3996
H 2.0075 4.3146 4.5837
H 0.4519 1.5988 3.3807
H 1.9255 0.7895 2.5244
N 4.4010 -0.1166 -0.4633
C 3.7979 0.2865 0.7395
N 4.6368 1.0308 1.5113
O 2.7221 -0.0622 1.2341
H 5.3063 0.2460 -0.5624
H 3.8895 -0.4675 -1.2797
H 5.1418 1.6228 0.8141
H 4.2721 1.5486 2.3159
N -5.2952 -1.8077 0.9337
C -4.1766 -1.0843 0.5679
N -3.0113 -1.2282 1.2384
O -4.2920 -0.2836 -0.4021
H -6.1694 -1.3654 0.8339
H -5.2739 -2.5286 1.6527
H -2.1471 -0.8279 0.8663
H -2.9625 -1.8460 2.0239
N -0.9937 3.9113 2.0228
C -1.5185 2.7712 2.6413
N -2.3829 1.9904 1.9110
O -1.1820 2.3512 3.7655
H -1.2080 3.9250 1.0765
H -0.0730 4.0286 2.3837
H -2.5853 2.1555 0.9304
H -2.9286 1.2629 2.3484
N -1.9425 1.5280 -1.0124
C -0.8164 0.9888 -0.4446
N 0.3500 1.6211 -0.4649
O -0.7393 -0.0781 0.2118
H -1.8076 2.1923 -1.7643
H -2.7862 0.8799 -0.9947
H 1.1101 1.2687 0.0888
H 0.4045 2.5842 -0.8208
N 1.2361 2.8735 -3.0137
C 0.5194 3.9977 -2.5683
N 0.7558 5.1186 -3.2290
O -0.2387 3.9259 -1.5434
H 2.1230 2.8480 -3.4455
H 0.9070 2.0099 -2.5847
H 0.4894 5.9576 -2.7725
H 1.4589 5.1346 -3.9669
C 1.1765 -3.7973 -0.3092
C -0.0597 -3.6302 -1.0931
C -1.1929 -4.2316 -0.4195
O -0.1585 -2.1925 -1.3432
H 1.6908 -4.7221 -0.3388
H 0.8105 -3.7770 0.7385
H 1.7185 -2.8428 -0.5155
H 0.0994 -4.0150 -2.1478
H -2.0474 -4.2414 -1.0809
H -1.3876 -3.6235 0.5093
H -1.0454 -5.2704 -0.0948
H -0.7144 -1.6905 -0.7452
C 0.9631 -2.2377 4.5180
C 0.3299 -2.0130 3.1427
O -0.8999 -1.3236 3.3683
H 1.3789 -1.2098 4.8380
H 1.7371 -3.0234 4.5809
H 0.1939 -2.4531 5.2796
H -0.0005 -3.0045 2.7681
H 1.0024 -1.5980 2.4412
H -0.6196 -0.4542 3.7203
```



Record 7
The following is a DFT calculation (ωB97M-V/def2-TZVPD) of a cluster of 2 separate species, C4H5F2N in total.

## Properties
Energy   -11150.9251 eV
Frontier orbital gap   9.7 eV
ΔE to the lowest compared entry with this formula, charge and spin   246.68 kJ/mol
LUMO level   0.890 eV
Max |F|   0.0515 Eh/bohr
Net charge   0
SMILES   C=C(F)F.C=C=N

XYZ file:
```
12
C4H5F2N | OMol25 | ωB97M-V/def2-TZVPD
C 0.8082 0.0880 0.6891
C 1.8750 -0.5906 0.3795
F 2.9598 0.1036 0.0514
F 2.1814 -1.8499 0.5192
H 0.1203 -0.5514 1.0958
H 0.8257 1.1207 0.6970
C -0.8582 -0.5031 -1.6364
C -1.5069 -0.3860 -0.5019
N -2.2306 0.0565 0.3670
H 0.0788 -1.0045 -1.8863
H -1.3420 -0.0152 -2.4871
H -3.0836 -0.3903 0.7190
```



Record 8
The following is a DFT calculation (ωB97M-V/def2-TZVPD) of a cluster of 2 separate species, C5H10NO in total.

## Properties
Energy   -8873.3484 eV
Frontier orbital gap (spin up / spin down)   7.2 / 7.2 eV
ΔE to the lowest compared entry with this formula, charge and spin   504.79 kJ/mol
LUMO level (spin up / spin down)   -5.008 / -5.009 eV
Max |F|   0.0738 Eh/bohr
Net charge   +1

XYZ file:
```
17
C5H10NO | OMol25 | ωB97M-V/def2-TZVPD
C -0.1024 -0.4467 -1.8464
C 0.1520 -1.8989 0.1369
C 0.7261 0.6992 -2.1504
C -0.9977 1.0346 1.3305
C -0.4123 -0.0580 2.0835
N 0.1031 -1.2238 -0.8921
O 0.8506 0.1018 2.1797
H -0.9625 -0.6761 -2.5732
H 0.5145 -2.8529 0.2282
H 0.2914 1.4535 -2.7455
H 1.2263 1.1099 -1.1926
H 1.4416 0.1960 -2.7015
H -0.9161 0.8665 0.3094
H -2.0616 1.0887 1.5423
H -0.3983 2.0317 1.4443
H -0.9772 -0.9366 2.3475
H 1.5224 -0.4889 2.4994
```